Density functional theory data (ωB97M-V/def2-TZVPD) for C18H21N5O4S2 in the gas phase at a distorted geometry.

Values from the calculation:
Lowest unoccupied orbital energy, Eh: 0.0009
Gap between HOMO and LUMO, eV: 9.04
HOMO energy, eV: -9.0192

Each line ends with the Mulliken charge.
Cartesian coordinates (Å):
C (2.246, 4.082, -1.165)  -0.9053
H (1.250, 4.224, -0.741)  0.2965
H (2.993, 4.122, -0.369)  0.3884
H (2.448, 4.865, -1.895)  0.2408
O (2.330, 2.869, -1.886)  -0.3820
C (2.107, 1.708, -1.225)  0.9309
C (1.779, 1.627, 0.124)  -0.1657
C (1.555, 0.401, 0.714)  -0.7707
C (1.675, -0.781, 0.012)  -0.5828
C (1.991, -0.720, -1.333)  -0.7358
C (2.194, 0.507, -1.954)  0.2122
N (2.456, 0.507, -3.328)  0.4338
C (3.037, 1.420, -4.151)  -0.1007
N (3.046, 0.935, -5.362)  -0.3599
N (2.473, -0.262, -5.289)  -0.5309
N (2.123, -0.537, -4.110)  -0.3397
H (3.425, 2.365, -3.844)  0.5120
H (2.069, -1.613, -1.931)  0.5419
H (1.520, -1.723, 0.511)  0.6337
S (0.999, 0.380, 2.420)  1.4092
O (1.794, -0.551, 3.158)  -0.7726
O (0.918, 1.741, 2.868)  -0.7133
N (-0.538, -0.223, 2.293)  0.1976
C (-0.832, -1.580, 2.662)  -1.3412
H (-1.543, -1.604, 3.497)  0.3311
H (0.112, -2.004, 3.007)  0.3818
C (-1.348, -2.443, 1.492)  1.1947
C (-2.880, -2.467, 1.345)  -0.6779
H (-3.224, -1.784, 0.573)  0.2554
C (-3.170, -3.930, 1.014)  -0.6482
H (-4.163, -4.249, 1.319)  0.3916
C (-2.060, -4.630, 1.794)  -0.5629
H (-1.792, -5.610, 1.397)  0.3389
O (-0.929, -3.790, 1.666)  -0.4844
H (-2.336, -4.735, 2.853)  0.2803
H (-3.046, -4.109, -0.054)  0.2643
H (-3.353, -2.202, 2.293)  0.3995
H (-0.881, -2.075, 0.568)  -0.1678
C (-1.585, 0.732, 2.001)  -1.1477
C (-1.477, 1.272, 0.612)  0.6283
C (-1.305, 2.568, 0.235)  -0.6022
C (-1.220, 2.736, -1.167)  -0.5848
C (-1.318, 1.563, -1.837)  -0.4775
S (-1.532, 0.229, -0.774)  -0.0795
H (-1.287, 1.390, -2.895)  0.4919
H (-1.099, 3.689, -1.651)  0.5207
H (-1.242, 3.376, 0.941)  0.4491
H (-2.549, 0.241, 2.151)  0.4524
H (-1.498, 1.573, 2.698)  0.3632
H (1.672, 2.501, 0.744)  0.5930

***

Density functional theory data (ωB97M-V/def2-TZVPD) for 2 unconnected molecules or ions with the total composition C4H13N2O.

Values from the calculation:
Lowest unoccupied orbital energy, Eh: -0.1319
Gap between HOMO and LUMO, eV: 11.37
HOMO energy, eV: -14.9608
Charge: +1

Each line ends with the Mulliken charge.
Cartesian coordinates (Å):
C (-0.903, -1.089, -1.663)  -0.9988
C (-1.871, -0.407, -0.701)  -0.5602
C (-1.175, 0.390, 0.392)  -0.5414
N (-0.223, -0.440, 1.171)  -0.1091
C (0.691, 0.166, 1.877)  0.1871
N (1.899, -0.308, 2.122)  -0.3356
H (-0.357, -1.897, -1.178)  0.3189
H (-0.209, -0.329, -2.019)  0.2621
H (-1.429, -1.509, -2.504)  0.3427
H (-2.598, -1.076, -0.242)  0.3361
H (-2.472, 0.336, -1.228)  0.3320
H (-1.864, 0.891, 1.069)  0.3545
H (-0.563, 1.139, -0.108)  0.2908
H (0.015, -1.359, 0.818)  0.2397
H (0.469, 1.161, 2.257)  0.3929
H (2.451, 0.036, 2.890)  0.2515
H (2.320, -1.000, 1.523)  0.2282
H (1.520, 2.132, -2.038)  0.3083
H (2.613, 1.454, -1.259)  0.3024
O (1.685, 1.708, -1.178)  -0.6019

***

Density functional theory data (ωB97M-V/def2-TZVPD) for 3 unconnected molecules or ions with the total composition C24H57BFN8O9P2 at a distorted geometry.

Values from the calculation:
Lowest unoccupied orbital energy, Eh: 0.0713
Gap between HOMO and LUMO, eV: 6.81
HOMO energy, eV: -4.8725
Charge: -1

Each line ends with the Mulliken charge.
Cartesian coordinates (Å):
C (-6.304, 2.241, -1.846)  -0.8855
C (-7.226, 1.226, -2.445)  0.7712
O (-8.035, 1.465, -3.277)  -0.5851
O (-7.155, -0.075, -1.938)  -0.2841
C (-6.100, -0.758, -2.448)  -0.1084
O (-5.411, -0.225, -3.277)  -0.5982
C (-5.846, -2.184, -2.031)  -0.8898
C (-5.050, -2.408, -0.696)  1.9204
B (-5.979, -2.166, 0.590)  0.3791
O (-5.575, -2.721, 1.787)  -0.5117
N (-7.289, -1.448, 0.559)  0.0616
C (-7.178, -0.141, 1.202)  -1.0539
C (-8.313, -2.183, 1.303)  -1.0623
C (-4.060, -1.231, -0.578)  -0.5298
O (-3.200, -1.032, -1.448)  -0.7618
O (-4.243, -0.537, 0.467)  -0.8173
N (-4.452, -3.760, -0.573)  0.6399
C (-3.028, -3.818, -0.298)  -0.9866
C (-2.631, -3.487, 1.142)  -0.3856
O (-1.359, -4.133, 1.394)  -0.6607
C (-4.968, -4.801, -1.417)  -0.6492
C (-6.403, -5.209, -1.079)  0.0258
F (-6.508, -6.613, -1.147)  -0.3976
H (-5.403, 2.299, -2.451)  0.2486
H (-6.827, 3.190, -1.779)  0.3165
H (-6.013, 1.909, -0.851)  0.3341
H (-5.241, -2.574, -2.847)  0.4391
H (-6.781, -2.747, -2.046)  0.2152
H (-5.798, -2.135, 2.518)  0.2884
H (-6.746, -0.182, 2.215)  0.3220
H (-6.549, 0.507, 0.601)  0.0699
H (-8.158, 0.340, 1.275)  0.3743
H (-8.172, -2.136, 2.394)  0.3146
H (-9.280, -1.707, 1.112)  0.3456
H (-8.398, -3.222, 0.984)  0.2994
H (-2.405, -3.261, -1.008)  0.4480
H (-2.702, -4.856, -0.414)  0.5248
H (-2.476, -2.419, 1.284)  0.2202
H (-3.321, -3.930, 1.850)  0.2282
H (-0.703, -3.719, 0.823)  0.3446
H (-4.401, -5.721, -1.270)  0.5597
H (-4.890, -4.613, -2.500)  0.2792
H (-6.655, -4.940, -0.052)  -0.0205
H (-7.133, -4.824, -1.790)  0.1930
O (0.885, 0.505, -0.052)  -0.9002
P (0.967, 0.500, -1.547)  0.7670
N (1.394, -1.146, -1.814)  0.1459
C (2.188, -1.673, -2.895)  -0.8027
C (0.428, -2.126, -1.325)  -1.1981
N (2.314, 1.608, -1.723)  0.3000
C (3.661, 1.106, -1.913)  -1.2155
C (2.337, 2.653, -0.701)  -1.0877
N (0.433, 0.851, -3.113)  0.2069
C (-0.870, 0.293, -3.485)  -0.9070
C (1.172, 1.438, -4.206)  -0.9373
H (1.620, -1.805, -3.831)  0.2428
H (2.576, -2.655, -2.611)  0.3597
H (3.062, -1.064, -3.110)  0.1506
H (-0.428, -2.236, -2.003)  0.4347
H (0.045, -1.830, -0.348)  0.3020
H (0.900, -3.106, -1.205)  0.3281
H (3.944, 0.344, -1.172)  0.3408
H (4.377, 1.928, -1.840)  0.3750
H (3.800, 0.701, -2.920)  0.2825
H (2.762, 2.296, 0.242)  0.2992
H (1.333, 3.027, -0.500)  0.3797
H (2.941, 3.496, -1.047)  0.3127
H (-0.760, -0.641, -4.050)  0.2358
H (-1.448, 0.996, -4.087)  0.4622
H (-1.472, 0.075, -2.597)  0.1865
H (1.903, 0.740, -4.631)  0.2648
H (1.681, 2.353, -3.915)  0.2953
H (0.484, 1.714, -5.009)  0.3873
O (5.362, 2.952, 1.234)  -0.8000
P (6.211, 2.598, 2.413)  0.5765
N (6.346, 4.139, 3.165)  0.1890
C (7.449, 4.628, 3.956)  -0.7958
C (5.086, 4.753, 3.569)  -1.0200
N (7.662, 2.134, 1.557)  0.2485
C (8.761, 3.071, 1.403)  -1.1639
C (7.385, 1.504, 0.266)  -1.1297
N (6.646, 1.646, 3.747)  0.1806
C (5.629, 1.490, 4.786)  -1.0669
C (7.954, 1.142, 4.106)  -0.8474
H (7.433, 4.267, 4.998)  0.2339
H (7.413, 5.719, 3.990)  0.3771
H (8.416, 4.382, 3.526)  0.1313
H (4.706, 4.332, 4.511)  0.3145
H (4.325, 4.610, 2.802)  0.2301
H (5.205, 5.830, 3.703)  0.3738
H (8.439, 4.050, 1.021)  0.3228
H (9.501, 2.664, 0.712)  0.3973
H (9.303, 3.210, 2.341)  0.2846
H (7.163, 2.239, -0.516)  0.3411
H (6.537, 0.824, 0.334)  0.3635
H (8.254, 0.919, -0.048)  0.3575
H (5.784, 2.191, 5.616)  0.3006
H (5.628, 0.475, 5.187)  0.3842
H (4.632, 1.666, 4.379)  0.3282
H (8.612, 1.934, 4.478)  0.2549
H (8.439, 0.635, 3.276)  0.2633
H (7.857, 0.400, 4.902)  0.3844